168
Properties=species:S:1:pos:R:3:forces:R:3:lowdin_charge:R:1 method="wB97M-V/def2-TZVPD" relative_energy_kcal_mol=32.7 total_charge=0 homo_energy_ev=-9.28
O 7.90415 -5.65882 -1.75649 -1.236 0.619 -0.901 0.094
O 4.41982 8.94948 6.38303 -0.499 -1.047 -1.060 0.086
O -3.15202 -3.77938 -7.19293 -0.832 0.638 -0.690 0.114
O 1.53521 2.82516 8.03745 1.019 0.950 -0.618 0.101
O -8.95901 2.62163 -4.20026 -1.653 -0.311 -0.477 0.143
O 4.12523 -3.13570 -4.75681 1.529 -1.229 1.259 0.085
O -5.62293 -2.53939 0.57877 -0.623 1.752 0.610 0.127
O -3.49108 -7.46763 0.66431 0.766 -1.213 -0.111 0.127
O 5.96910 5.05978 6.10144 -1.179 -0.158 0.538 0.093
O 2.11819 0.69434 0.83057 -0.300 0.020 -0.540 0.095
O -2.30890 -2.23430 0.27204 0.284 0.782 -0.229 0.115
O 2.19766 5.11576 3.32525 -0.621 -1.394 -1.613 0.133
O 0.04360 -5.59073 -3.30871 1.646 -1.196 2.128 0.118
O -4.10982 3.93565 -2.53217 0.078 -0.554 0.480 0.098
C 2.54486 7.57970 5.91616 -0.112 -0.228 1.760 -0.093
C -1.24400 -0.90191 -4.75109 -0.417 -2.335 1.582 -0.037
C 4.15743 3.64422 5.64158 -1.660 -0.380 1.271 -0.085
C 4.71650 -5.03509 -3.42048 0.600 0.654 1.014 -0.089
C 1.38596 -4.14572 -0.00189 -2.853 0.474 -0.267 -0.026
C -4.10522 -5.56586 -0.66082 -0.173 -0.032 0.976 -0.082
C 2.33140 5.30291 9.16576 -0.636 -0.806 0.414 -0.029
C -0.19627 2.10388 -0.07573 -1.010 0.106 -0.873 0.017
C 3.42173 -5.46037 -3.45071 -0.195 -0.062 -0.208 -0.017
C 4.15011 5.23192 7.61912 2.985 1.894 0.349 -0.081
C -7.82165 2.92706 -4.01853 1.348 0.137 0.541 -0.299
C -7.89915 6.64020 -3.98516 -1.546 1.776 -1.156 -0.070
C 0.09133 -3.52782 0.10008 1.951 -1.982 -0.023 0.015
C 2.98092 4.75264 8.08930 -1.749 -2.208 -0.823 -0.108
C 7.32612 -3.80697 -3.09260 0.019 1.231 -0.341 -0.076
C -5.17056 -3.63673 0.66846 0.340 -1.625 -0.739 -0.321
C 7.04160 -5.06296 -2.40977 0.620 -1.141 1.505 -0.270
C -1.30243 -0.05549 0.15079 -1.996 0.087 -0.976 -0.049
C -6.11131 4.63408 -3.39245 -1.092 2.894 -0.202 -0.088
C 0.02268 -2.18649 0.26285 -1.072 0.533 -0.277 -0.151
C 8.89867 -2.02874 -3.54997 0.282 1.285 -1.380 -0.079
C -8.30781 5.34587 -4.12306 0.852 -0.768 0.635 -0.001
C -2.51170 0.60210 -0.21179 -0.368 -1.710 0.699 -0.014
C -6.75105 1.90822 -3.92203 -1.089 -0.058 -0.611 -0.106
C 3.91378 -7.08582 -1.76010 -0.905 0.758 -0.633 -0.023
C -4.97696 -3.60591 -1.76053 0.258 -1.068 0.821 0.010
C -4.70883 -4.18014 -2.96918 1.253 -0.080 -0.553 -0.049
C 7.95662 -1.41417 -4.40187 -0.156 -0.380 0.043 -0.044
C 3.97707 2.32699 3.70756 -1.207 -1.299 -2.183 -0.069
C 4.96877 -3.74067 -4.06973 -1.051 1.097 -1.232 -0.270
C 5.71629 8.27899 4.02054 -0.375 -1.250 -1.277 0.021
C -0.61539 -5.18164 -4.20086 -1.097 2.070 -1.010 -0.334
C 6.65717 -1.95437 -4.44233 0.804 0.944 -0.491 0.000
C 5.61807 -5.54687 -2.46714 0.769 -0.141 -1.259 -0.073
C -0.55843 -1.40045 -3.60801 -0.223 -0.081 -1.600 -0.031
C -2.37036 -7.68533 -7.11020 -0.885 -1.699 -1.108 -0.081
C 0.70579 6.12713 5.48470 -1.197 -1.014 0.921 -0.005
C -1.48835 -8.25695 -6.24175 1.427 0.717 2.166 -0.047
C -0.36527 -2.78308 -3.43671 0.153 0.495 0.339 0.009
C 1.90182 8.04474 7.07561 -0.600 -0.050 -0.064 0.005
C -7.01186 0.63687 -4.38751 -0.348 -0.194 0.574 -0.010
C 5.22367 -6.61174 -1.69738 -1.622 -0.636 0.505 -0.012
C -3.72618 -6.06216 -1.90227 1.170 -1.302 1.356 -0.011
C -2.41809 -4.15451 -6.31960 0.819 0.891 0.819 -0.334
C -4.61630 -6.48017 3.02168 1.236 -0.463 -0.809 -0.001
C 4.85076 4.66717 6.44256 1.546 0.091 -0.592 -0.278
C 4.50458 7.67672 4.37134 1.548 0.548 0.577 -0.081
C 6.29494 -3.16825 -3.80913 1.944 1.603 -0.546 -0.069
C -2.04705 -5.55253 -6.19453 -0.009 0.270 0.697 -0.135
C 2.86460 3.16598 6.09038 1.746 0.966 -0.308 -0.075
C -5.20467 3.62573 -2.96123 1.384 -1.778 -0.564 -0.281
C -3.95950 -5.35427 -3.03752 -0.135 -0.566 -0.599 -0.058
C 4.79394 6.31528 8.31849 0.037 -0.843 -0.625 0.005
C 8.60082 -3.19174 -2.94376 -1.436 -2.296 0.377 -0.011
C -2.68978 -6.36541 -7.05380 -1.657 -0.170 -2.160 -0.022
C -3.95603 -6.37320 0.60860 -1.180 2.089 -0.251 -0.283
C -5.18731 -4.47348 1.87124 0.467 -0.379 -0.675 -0.115
C 3.88438 8.13192 5.62990 0.036 1.029 0.677 -0.284
C 4.01909 6.59345 3.64519 -0.177 -0.310 -1.041 -0.102
C -7.39584 4.32578 -3.81768 -0.361 0.626 -0.205 -0.071
C -1.93845 -1.83094 -5.53182 0.492 -1.308 -1.057 0.005
C 1.12809 0.09141 0.45567 0.406 -0.991 1.278 -0.283
C 2.10681 2.44276 5.20588 -0.870 -0.771 0.343 -0.012
C -4.95441 -0.16358 -3.49768 -1.878 0.994 -0.843 -0.047
C 2.52427 -3.38114 0.00842 -1.171 0.638 0.871 -0.048
C 4.70081 3.18810 4.46434 0.715 0.837 0.029 -0.025
C -1.15569 -6.03845 -5.24555 0.210 -2.382 -0.342 -0.092
C -5.82017 -4.04124 2.99349 -0.812 1.641 1.097 -0.003
C -1.77683 -3.23371 -5.36964 1.183 1.346 2.293 -0.063
C 4.15690 6.82946 9.39932 0.506 1.111 0.672 -0.076
C -5.22959 -5.97732 4.12905 -0.317 -2.043 2.906 -0.114
C -4.59165 -5.72163 1.82146 0.702 -1.984 1.485 -0.046
C -5.58543 2.18915 -3.30160 2.329 0.457 1.159 -0.062
C -0.86416 -7.43000 -5.24320 0.176 -0.524 -0.843 0.045
C 0.02152 6.58857 6.63139 0.035 1.028 -0.255 -0.043
C -4.68678 -4.31596 -0.56420 -0.375 0.928 -1.686 -0.068
C -0.16814 0.71936 0.21809 0.357 1.301 -0.452 -0.105
C 2.39973 -2.02359 0.26728 -1.302 -0.210 -0.333 0.024
C -6.57536 6.98761 -3.76428 0.776 -0.796 0.779 -0.058
C 2.38545 3.50504 7.46783 -0.926 -0.075 -0.141 -0.248
C 0.61055 7.59699 7.39825 1.045 -0.603 -0.997 -0.064
C 2.66364 2.02627 3.99885 -1.078 -0.677 0.484 -0.048
C -5.67570 6.00763 -3.38232 -1.130 -1.779 -0.917 0.034
C 2.69910 6.00020 3.93413 -0.248 1.147 2.712 -0.301
C -1.29373 -1.55692 0.22549 -1.044 0.221 0.624 -0.264
C 1.99015 6.52681 5.18378 0.106 1.204 -0.932 -0.079
C 4.72691 6.07633 2.56942 2.416 -0.128 -1.005 0.015
C -6.15147 -0.39965 -4.20179 0.983 -0.971 0.292 -0.037
C -0.94856 -3.72272 -4.28448 -0.931 1.134 -1.811 -0.048
C -2.59759 1.93221 -0.33595 2.315 2.602 -0.494 -0.085
C 2.97374 6.26502 9.84143 -0.131 1.827 1.061 -0.079
C -5.84454 -4.78332 4.17458 -1.507 2.515 -0.978 -0.064
C 1.13488 -1.41063 0.36120 3.107 0.582 -0.313 -0.068
C -1.42400 2.72169 -0.36068 0.853 -0.179 0.172 -0.020
C -4.70053 1.12365 -3.06775 1.741 -0.383 0.827 0.007
C 2.99037 -6.45534 -2.63658 1.429 -1.188 1.838 -0.047
C 5.99804 6.65490 2.23340 -1.975 0.048 0.545 -0.030
C 6.40516 7.79025 2.91555 -0.942 -0.414 0.217 -0.060
H 6.58650 6.31243 1.39638 -0.101 -0.239 -0.077 0.102
H -6.40734 -1.41683 -4.53399 0.105 0.568 0.129 0.117
H 3.26557 -1.43522 0.32703 0.969 0.874 0.121 0.103
H 5.62863 3.59495 4.07327 0.075 -0.136 0.447 0.128
H -5.41180 -2.64224 -1.67611 -0.439 0.619 0.036 0.099
H -2.86589 -8.31117 -7.86356 0.199 0.183 0.370 0.120
H 1.35812 4.96498 9.50236 0.188 -0.321 -0.163 0.133
H -6.28424 -3.04665 2.89685 0.147 -0.527 0.328 0.133
H -4.87119 -3.69460 -3.90735 -0.415 0.549 -0.327 0.096
H -1.29517 -9.32668 -6.24583 0.085 0.230 -0.113 0.108
H -3.45144 0.11936 -0.43591 0.177 -0.969 0.408 0.119
H 6.16484 9.09783 4.51711 -0.177 0.710 0.789 0.112
H 2.03974 1.39385 3.33857 0.676 0.551 0.257 0.110
H -0.08476 -7.89481 -4.56616 -1.242 0.883 -0.657 0.137
H 0.22714 5.38251 4.85786 0.143 -0.025 -0.032 0.120
H 2.77297 -4.88561 -4.05153 -0.880 0.339 -0.636 0.107
H 3.46882 -3.82776 -0.05500 1.273 -0.558 -0.266 0.092
H 2.51943 6.67669 10.71510 -0.327 0.292 0.501 0.107
H -0.09261 -0.65163 -2.97580 0.123 -0.355 0.214 0.103
H -6.20859 7.98401 -3.86769 -0.137 0.647 0.060 0.102
H 0.05157 8.00305 8.20926 -0.051 0.254 0.648 0.098
H -4.31398 -0.96988 -3.29193 0.973 -0.778 0.297 0.079
H 5.78106 -7.02699 -0.90318 1.257 -0.210 0.377 0.109
H -0.84248 -4.07800 0.04305 0.264 -0.158 -0.048 0.124
H 4.58581 7.74096 9.86985 -0.356 -0.963 -0.027 0.130
H 1.96847 -6.63568 -2.48768 -1.292 -0.485 -0.323 0.070
H 0.31340 -3.10923 -2.64882 -0.289 -0.121 -0.095 0.108
H 7.20487 8.35873 2.54163 1.310 0.404 -0.232 0.091
H 4.43332 5.19488 1.96138 -0.327 0.771 0.814 0.133
H 5.78808 6.73671 8.14517 -0.460 -0.492 -0.880 0.132
H -3.56369 -5.76262 -3.96873 -0.428 0.277 0.050 0.104
H 3.54167 -7.84889 -1.06061 0.375 0.351 -0.392 0.115
H -4.07175 -7.42908 3.21618 -0.513 0.648 -1.041 0.134
H 5.98995 -1.33479 -5.03763 -0.462 -0.768 0.074 0.115
H -7.99594 0.45189 -4.69729 -1.155 -0.198 -0.916 0.109
H -8.66780 7.42796 -4.21411 1.029 -0.671 0.259 0.129
H 4.28987 1.90147 2.74834 0.502 0.406 0.373 0.118
H -3.15757 -7.00939 -1.83925 -0.436 0.531 -0.515 0.135
H -9.29010 5.07981 -4.44962 -0.441 -0.058 -0.025 0.117
H -5.31169 -6.58108 5.07308 0.471 0.349 -1.102 0.129
H 9.34288 -3.78806 -2.43245 0.041 0.216 0.307 0.121
H 8.25262 -0.58872 -5.11343 -0.520 -0.805 1.263 0.126
H 0.73896 2.60156 -0.31815 -0.071 0.039 0.630 0.120
H -4.62457 6.15353 -3.25543 0.325 0.404 0.378 0.111
H 2.42243 8.74540 7.72971 -0.179 -0.008 -0.421 0.122
H 1.34691 -5.20058 -0.16092 0.510 -0.570 -0.071 0.096
H -2.50184 -1.64664 -6.45430 0.081 0.736 0.545 0.121
H -1.29667 0.14490 -4.87289 -0.187 0.933 -0.431 0.092
H -3.43268 2.49791 -0.63691 -1.413 -0.070 -0.177 0.076
H -1.48871 3.77824 -0.71862 0.155 -1.030 0.560 0.125
H -3.73372 1.19365 -2.50922 -1.072 0.728 -0.616 0.108
H 9.90786 -1.65956 -3.44308 0.045 0.268 -0.148 0.107
H 1.08568 2.14890 5.51147 0.672 0.150 -0.287 0.135
H -1.01169 6.34080 6.95115 0.822 -0.386 -0.795 0.118
H -3.47776 -5.96657 -7.75175 1.139 -0.269 0.892 0.153
H -6.42818 -4.38368 5.02086 0.611 -0.486 -0.333 0.122

***

19
Properties=species:S:1:pos:R:3:forces:R:3:lowdin_charge:R:1 method="wB97M-V/def2-TZVPD" relative_energy_kcal_mol=151.2 total_charge=0 homo_energy_ev=-9.05
C 0.85420 -0.27196 0.41672 0.294 -1.606 0.135 -0.268
C 0.19173 0.65435 -1.77770 1.152 1.350 -1.981 -0.121
C -0.67588 -0.95530 2.30532 -0.491 -2.949 1.804 -0.160
C -0.65047 -0.46437 0.89258 1.263 -0.407 -0.160 -0.129
C 1.10472 0.82984 -0.55669 -1.159 0.158 -1.570 -0.225
C 1.62663 -0.22334 1.73399 -1.658 2.235 1.367 -0.217
C 1.06685 1.01225 2.69710 -0.635 -2.753 -0.426 0.228
C 1.76938 -1.00505 2.84659 0.741 -1.067 -0.491 0.131
C 0.47800 -0.26457 2.95570 1.261 2.057 -0.930 -0.349
H -1.28195 0.39801 0.99137 0.108 0.915 -1.050 0.126
H -0.86619 0.49648 -1.71618 -0.665 0.457 0.689 0.058
H 0.42442 1.49773 -2.55293 -0.656 -1.382 1.436 0.113
H 0.53970 -0.23593 -2.25062 0.253 -0.857 -0.709 0.054
H -1.65324 -0.84546 2.70845 -0.819 0.912 0.629 0.101
H 0.85480 1.79660 -0.15663 0.662 0.507 0.530 0.110
H -0.60061 -2.09702 2.44519 0.678 1.520 -0.475 0.152
H 2.07020 0.74294 -1.08754 0.075 0.470 1.220 0.128
H -1.05341 -1.23169 0.25596 -0.624 0.013 -0.407 0.117
H 1.06892 -1.22694 -0.11410 0.222 0.427 0.391 0.152

***

28
Properties=species:S:1:pos:R:3:forces:R:3:lowdin_charge:R:1 method="wB97M-V/def2-TZVPD" total_charge=-2 homo_energy_ev="2.23 / 2.33"
Ag 0.00000 0.00000 0.00000 -4.100 -2.765 0.302 0.747
O -1.58940 1.15520 0.00000 -3.991 3.403 0.178 -0.145
O 0.56000 -1.93450 0.00000 1.740 -5.813 -0.060 -0.220
O 2.23760 -3.49960 0.00000 -0.251 1.529 0.001 -0.085
O 2.24580 3.49690 0.00000 -0.237 -1.476 -0.009 -0.084
O 0.55890 1.94260 0.00000 2.446 6.141 0.025 -0.162
N -3.77810 1.50520 -0.37140 -0.861 1.741 0.594 -0.007
N -2.82360 -0.54720 -0.77800 -4.485 1.957 -2.271 0.065
N 1.91060 -0.00350 0.00000 9.025 0.196 -0.010 0.011
C -5.11730 1.15200 -0.76840 0.498 -0.249 0.173 -0.226
C 2.63670 1.13840 0.00000 0.893 -1.085 0.015 -0.181
C 4.02930 1.19460 0.00000 -0.074 -0.384 -0.001 -0.023
C 4.03230 -1.19960 0.00000 -0.083 0.394 -0.003 -0.023
C 1.76200 2.31720 0.00000 -1.441 2.259 0.008 -0.632
C 2.64050 -1.14360 0.00000 0.721 1.082 -0.014 -0.186
C 4.73820 -0.00190 0.00000 -0.287 0.025 -0.001 -0.093
C -2.67600 0.72470 -0.36520 -0.215 -1.366 -0.802 -0.711
C 1.76030 -2.31750 0.00000 -1.058 -2.338 -0.002 -0.649
H -2.00110 -1.13330 -0.77450 0.906 -1.125 -0.419 -0.043
H -3.59800 2.44830 -0.04990 0.012 -0.314 -0.060 0.123
H -1.40750 -1.02300 0.00000 2.553 -1.650 2.807 0.040
H -5.47740 0.33380 -0.13910 -0.316 0.035 -0.199 0.058
H -3.69980 -0.93280 -1.08400 -0.880 -0.016 -0.191 0.034
H 4.52920 -2.16230 0.00000 -0.178 0.008 0.002 0.100
H -5.76100 2.02610 -0.64680 0.023 -0.078 -0.006 0.060
H 4.52550 2.15780 0.00000 -0.167 -0.009 0.000 0.099
H -5.11290 0.83530 -1.81470 -0.299 -0.099 -0.059 0.051
H 5.82090 -0.00050 0.00000 0.106 0.000 0.001 0.083